ORCA calculation (ωB97M-V/def2-TZVPD) on C19H19N3O5S2 in the gas phase.

- SMILES = CN(C)S(=O)(=O)c1cccc(-c2nnc(SCc3ccc4c(c3)OCCO4)o2)c1
- 2S+1 = 1
- HOMO (eV) = -8.33
- E_LUMO (eV) = -0.0007
- energy above the lowest of the compared OMol25 structures with the same formula, charge and spin (kJ/mol) = 108.3
- HOMO-LUMO gap (eV) = 8.33
- electronic energy (eV) = -56388.1207

Each line ends with the Löwdin charge.
Geometry (Å):
1 C 4.876 -1.822 0.188  -0.102
2 N 4.265 -1.059 -0.871  -0.337
3 S 3.355 0.234 -0.344  0.658
4 O 4.147 0.961 0.602  -0.279
5 O 2.864 0.924 -1.501  -0.283
6 C 1.947 -0.477 0.519  -0.251
7 C 0.855 -0.875 -0.218  -0.005
8 C -0.275 -1.347 0.447  -0.130
9 C -0.270 -1.453 1.837  -0.008
10 C 0.852 -1.079 2.555  -0.044
11 C 1.962 -0.573 1.898  -0.043
12 H 2.831 -0.223 2.433  0.116
13 H 0.852 -1.159 3.632  0.112
14 H -1.152 -1.812 2.344  0.126
15 C -1.475 -1.592 -0.321  -0.291
16 N -1.574 -1.744 -1.609  0.110
17 N -2.875 -1.745 -1.918  0.064
18 C -3.524 -1.587 -0.806  -0.710
19 S -5.225 -1.369 -0.601  0.981
20 C -5.249 0.232 0.378  -0.356
21 C -3.906 0.866 0.471  -0.319
22 C -3.295 1.379 -0.666  0.041
23 C -1.986 1.843 -0.625  -0.185
24 C -1.281 1.814 0.585  -0.202
25 C -1.906 1.330 1.727  0.000
26 C -3.199 0.849 1.670  -0.047
27 H -3.662 0.450 2.560  0.118
28 H -1.348 1.326 2.649  0.124
29 O 0.013 2.242 0.684  -0.021
30 C 0.436 3.038 -0.408  -0.130
31 C -0.021 2.437 -1.733  -0.132
32 H 0.253 3.086 -2.566  0.139
33 O -1.430 2.308 -1.778  -0.007
34 H 0.457 1.461 -1.866  0.108
35 H 1.525 3.065 -0.364  0.127
36 H 0.025 4.051 -0.297  0.140
37 H -3.809 1.394 -1.615  0.141
38 H -5.651 -0.015 1.358  0.076
39 H -5.960 0.846 -0.174  0.078
40 O -2.694 -1.527 0.262  0.067
41 H 0.848 -0.783 -1.292  0.118
42 C 3.677 -1.829 -1.938  -0.100
43 H 2.928 -2.544 -1.573  0.092
44 H 3.210 -1.128 -2.625  0.083
45 H 4.462 -2.374 -2.461  0.095
46 H 4.172 -2.523 0.654  0.092
47 H 5.234 -1.114 0.931  0.082
48 H 5.721 -2.381 -0.213  0.094

Forces on atoms 1 to 6 (eV/Å):
C 0.20 -0.10 0.41
N -0.44 0.99 0.23
S 0.14 -0.19 0.01
O -0.04 -0.24 0.24
O -0.16 -0.26 -0.14
C 0.61 0.25 -0.30